1.
Density functional theory data (ωB97M-V/def2-TZVPD) for a 2-piece molecular cluster, C3H10O3 overall in a non-equilibrium geometry.

ORCA input file:
```
! wB97M-V def2-TZVPD RIJCOSX def2/J DEFGRID3
* xyz 0 1
O -1.701 0.355 -1.963
C -0.620 0.005 -1.137
C -0.891 -1.367 -0.555
C -0.078 -1.655 0.694
O 1.324 -1.440 0.479
H -1.440 1.051 -2.573
H 0.340 -0.120 -1.633
H -0.396 0.770 -0.392
H -1.919 -1.401 -0.265
H -0.662 -2.088 -1.341
H -0.461 -1.161 1.571
H -0.105 -2.733 0.872
H 1.525 -0.506 0.582
O 1.499 3.625 2.180
H 2.294 3.893 1.705
H 1.292 2.773 1.775
*
```

Energy, eV: -9414.7910
Largest force on an atom, eV Å⁻¹: 1.72
Energy above the lowest of the compared OMol25 structures with the same formula, charge and spin, kJ/mol: 71.59
LUMO energy, Eh: 0.009
Kohn-Sham gap, eV: 10.74


2.
Density functional theory data (ωB97M-V/def2-TZVPD) for C64H56N10O6Pb as an isolated structure in a non-equilibrium geometry.

ORCA input file:
```
! wB97M-V def2-TZVPD RIJCOSX def2/J DEFGRID3
* xyz 0 1
Pb -0.708 -0.989 -0.020
C 0.071 -5.582 -1.230
C -0.552 -4.344 -1.327
N -1.077 -3.767 -0.259
C -0.978 -4.383 0.920
C -0.232 -5.556 1.018
N 0.266 -6.160 -0.052
C -1.734 -3.779 2.045
C -1.930 -4.453 3.245
C -2.772 -3.896 4.198
C -3.419 -2.707 3.890
C -3.125 -2.054 2.693
N -2.279 -2.588 1.801
C -3.712 -0.718 2.409
C -4.328 0.045 3.400
N -4.814 1.256 3.166
C -4.665 1.736 1.939
C -4.016 1.010 0.946
N -3.553 -0.211 1.187
C -2.954 -4.539 5.516
C -2.986 -5.923 5.662
C -3.090 -6.456 6.937
N -3.169 -5.717 8.038
C -3.164 -4.397 7.894
C -3.060 -3.762 6.667
H 0.458 -6.107 -2.094
H -0.624 -3.783 -2.250
H -0.020 -6.025 1.972
H -1.437 -5.393 3.445
H -4.160 -2.306 4.566
H -4.430 -0.305 4.421
H -5.083 2.716 1.748
H -3.835 1.396 -0.052
H -2.949 -6.573 4.798
H -3.109 -7.529 7.092
H -3.242 -3.823 8.811
H -3.037 -2.683 6.602
C 4.121 3.822 -2.391
C 2.729 4.458 -2.218
C 2.829 5.652 -1.268
C 2.236 4.963 -3.583
C 1.813 3.366 -1.690
C 1.419 2.332 -2.532
C 0.712 1.264 -2.020
N 0.368 1.176 -0.740
C 0.658 2.193 0.074
C 1.392 3.290 -0.367
C 0.129 2.093 1.457
C -0.013 3.200 2.289
C -0.627 3.067 3.529
C -1.053 1.791 3.886
C -0.830 0.734 3.025
N -0.275 0.879 1.831
C -0.859 4.236 4.474
C -0.272 3.895 5.853
C -0.211 5.532 3.981
C -2.371 4.475 4.602
H 4.791 4.530 -2.882
H 4.058 2.918 -2.998
H 4.543 3.546 -1.424
H 3.484 6.407 -1.705
H 3.255 5.370 -0.304
H 1.849 6.105 -1.106
H 2.817 5.836 -3.883
H 1.184 5.247 -3.540
H 2.360 4.207 -4.357
H 1.657 2.338 -3.584
H 0.412 0.442 -2.654
H 1.633 4.078 0.331
H 0.327 4.168 1.952
H -1.567 1.607 4.819
H -1.108 -0.270 3.305
H 0.784 3.638 5.764
H -0.792 3.054 6.309
H -0.365 4.754 6.520
H 0.872 5.425 3.895
H -0.416 6.333 4.692
H -0.620 5.834 3.016
H -2.894 3.579 4.936
H -2.793 4.771 3.640
H -2.559 5.274 5.321
C 4.152 -1.601 4.557
N 3.539 -2.186 3.378
C 4.205 -3.011 2.552
C 3.621 -3.499 1.433
C 2.360 -2.936 1.088
O 1.951 -3.177 -0.151
N 1.675 -2.192 1.918
C 2.168 -1.885 3.147
O 1.547 -1.355 4.048
H 5.179 -1.946 4.647
H 3.582 -1.878 5.442
H 4.134 -0.514 4.479
H 5.230 -3.245 2.808
H 4.132 -4.150 0.743
O -2.261 1.168 -2.118
C -2.152 0.098 -2.734
O -1.596 -0.965 -2.302
C -2.703 0.015 -4.142
C -2.963 -1.216 -4.723
C -3.488 -1.320 -6.012
C -3.738 -0.145 -6.675
O -4.253 0.034 -7.936
C -4.322 1.437 -8.136
O -3.815 2.089 -6.985
C -3.478 1.091 -6.099
C -2.962 1.202 -4.835
H -2.753 -2.106 -4.146
H -3.688 -2.276 -6.477
H -5.364 1.736 -8.301
H -3.725 1.715 -9.012
H -2.760 2.158 -4.372
C 1.369 -2.096 -0.900
C 1.804 -1.841 -2.083
C 2.301 -1.200 -3.141
C 3.528 -0.396 -2.882
C 3.764 0.183 -1.630
C 4.946 0.852 -1.364
C 5.927 0.961 -2.340
C 5.718 0.376 -3.579
C 4.537 -0.301 -3.844
C 1.668 -1.246 -4.470
C 0.810 -2.289 -4.825
C 0.135 -2.276 -6.032
C 0.281 -1.211 -6.910
C 1.126 -0.165 -6.572
C 1.816 -0.186 -5.370
H 3.008 0.090 -0.860
H 5.108 1.284 -0.383
H 6.845 1.498 -2.136
H 6.483 0.436 -4.343
H 4.406 -0.791 -4.800
H 0.672 -3.111 -4.134
H -0.517 -3.100 -6.291
H -0.263 -1.196 -7.845
H 1.247 0.677 -7.242
H 2.465 0.640 -5.112
*
```

Energy, eV: -99711.2397
Largest force on an atom, eV Å⁻¹: 1.06
LUMO energy, Eh: -0.020
Kohn-Sham gap, eV: 6.12


3.
Density functional theory data (ωB97M-V/def2-TZVPD) for a 2-piece molecular cluster, C3H7ClO2S overall in a non-equilibrium geometry.

ORCA input file:
```
! wB97M-V def2-TZVPD RIJCOSX def2/J DEFGRID3
* xyz 0 1
O -2.358 -1.219 1.691
C -2.253 -1.920 2.645
Cl -1.049 -1.742 3.865
H -2.857 -2.780 2.840
C 1.986 0.747 -1.127
C 0.787 0.548 -2.060
S -0.769 0.155 -1.091
O -1.156 1.372 0.015
H 1.643 0.315 -0.092
H 2.877 0.240 -1.400
H 2.247 1.806 -0.976
H 1.142 -0.246 -2.756
H 0.674 1.588 -2.552
H -0.915 1.136 0.997
*
```

Energy, eV: -30675.2467
Largest force on an atom, eV Å⁻¹: 3.33
Energy above the lowest of the compared OMol25 structures with the same formula, charge and spin, kJ/mol: 90.03
LUMO energy, Eh: 0.021
Kohn-Sham gap, eV: 9.03


4.
Density functional theory data (ωB97M-V/def2-TZVPD) for one molecule with the formula C2H7BO2S in a non-equilibrium geometry.

ORCA input file:
```
! wB97M-V def2-TZVPD RIJCOSX def2/J DEFGRID3
* xyz 0 1
C 2.186 0.910 0.417
S 1.595 -0.880 0.375
C 0.262 -1.079 -0.855
B -1.409 -0.705 -0.092
O -1.841 0.591 -0.267
O -1.959 -1.731 0.492
H 1.731 1.334 1.215
H 2.064 1.541 -0.446
H 3.268 0.828 0.407
H 0.287 -2.151 -1.126
H 0.551 -0.513 -1.838
H -2.760 0.926 -0.244
H -2.543 -1.630 1.293
*
```

Energy, eV: -17795.3376
Largest force on an atom, eV Å⁻¹: 5.19
Energy above the lowest of the compared OMol25 structures with the same formula, charge and spin, kJ/mol: 64.91
LUMO energy, Eh: 0.007
Kohn-Sham gap, eV: 8.03


5.
Density functional theory data (ωB97M-V/def2-TZVPD) for C3H5CuNaO4 as an isolated structure in a non-equilibrium geometry.

ORCA input file:
```
! wB97M-V def2-TZVPD RIJCOSX def2/J DEFGRID3
* xyz 0 2
Na -1.817 -1.934 0.922
O 0.864 -3.561 0.018
C 0.401 -2.637 -0.823
H -0.671 -2.737 -1.088
H 0.631 -1.852 -1.558
C 0.440 -0.382 0.596
O -0.288 0.851 0.157
C 0.274 2.039 0.213
O 1.381 2.334 0.582
O -0.675 2.934 -0.124
Cu -2.397 1.591 -0.586
H 1.387 -0.356 0.032
H 0.868 -0.126 1.581
H -0.397 3.836 0.078
*
```

Energy, eV: -60432.6296
Largest force on an atom, eV Å⁻¹: 6.98
Energy above the lowest of the compared OMol25 structures with the same formula, charge and spin, kJ/mol: 83.49
LUMO energy (spin up / spin down), Eh: -0.031 / -0.041
Kohn-Sham gap (spin up / spin down), eV: 5.23 / 6.89


6.
Density functional theory data (ωB97M-V/def2-TZVPD) for one molecule with the formula C6H13NO in a non-equilibrium geometry.

ORCA input file:
```
! wB97M-V def2-TZVPD RIJCOSX def2/J DEFGRID3
* xyz 0 1
C -1.063 -0.545 3.388
C 0.076 -0.198 2.370
C -0.271 -0.933 0.984
C 0.670 -0.604 -0.166
O 1.726 -1.184 -0.390
N 0.210 0.423 -1.002
C 0.939 0.915 -2.157
C 0.075 0.875 -3.541
H -0.662 -0.574 4.445
H -1.247 -1.714 3.164
H -2.049 0.026 3.229
H 0.944 -0.643 2.734
H 0.082 0.914 2.014
H -0.211 -2.029 1.137
H -1.283 -0.629 0.724
H -0.761 0.636 -1.023
H 1.998 0.481 -2.279
H 1.068 2.050 -1.960
H -0.594 1.670 -3.548
H -0.483 -0.073 -3.747
H 0.839 1.137 -4.374
*
```

Energy, eV: -9969.6578
Largest force on an atom, eV Å⁻¹: 4.32
Energy above the lowest of the compared OMol25 structures with the same formula, charge and spin, kJ/mol: 146.32
LUMO energy, Eh: 0.032
Kohn-Sham gap, eV: 10.26


7.
Density functional theory data (ωB97M-V/def2-TZVPD) for one molecule with the formula CH4N6O in a non-equilibrium geometry.

ORCA input file:
```
! wB97M-V def2-TZVPD RIJCOSX def2/J DEFGRID3
* xyz 0 1
N 2.469 -0.099 -0.083
N 1.335 0.594 -0.329
C 0.238 -0.061 -0.215
N 0.065 -1.365 0.302
N -1.144 -1.667 0.125
N -1.809 -0.593 -0.434
N -1.029 0.515 -0.475
O -1.458 1.428 0.505
H 3.185 0.426 0.378
H 2.358 -0.957 0.472
H -2.820 -0.488 -0.311
H -1.393 2.267 0.065
*
```

Energy, eV: -12084.9059
Largest force on an atom, eV Å⁻¹: 2.02
Energy above the lowest of the compared OMol25 structures with the same formula, charge and spin, kJ/mol: 196.55
LUMO energy, Eh: 0.000
Kohn-Sham gap, eV: 8.37


8.
Density functional theory data (ωB97M-V/def2-TZVPD) for C11H16N2O4PdS4 as an isolated structure.

ORCA input file:
```
! wB97M-V def2-TZVPD RIJCOSX def2/J DEFGRID3
* xyz 2 1
Pd 0.657 1.819 0.012
C -3.992 -0.095 1.886
N -3.146 0.953 1.288
C -3.828 2.120 0.704
C -1.837 0.919 1.344
O -1.152 1.894 0.916
C -1.133 -0.258 1.997
O 0.137 -0.473 1.416
C 0.232 -1.516 0.473
C 0.191 -0.985 -0.959
O -0.102 0.217 -1.198
N 0.455 -1.829 -1.937
C 0.706 -3.258 -1.712
C 0.456 -1.392 -3.336
H -5.020 0.247 1.840
H -3.916 -1.027 1.328
H -3.740 -0.259 2.932
H -4.055 2.848 1.482
H -3.193 2.578 -0.044
H -4.750 1.777 0.245
H -0.971 -0.003 3.047
H -1.746 -1.157 1.957
H 1.175 -2.036 0.646
H -0.573 -2.244 0.612
H 0.164 -3.632 -0.850
H 0.357 -3.804 -2.585
H 1.772 -3.448 -1.585
H 0.520 -0.311 -3.385
H 1.309 -1.844 -3.839
H -0.460 -1.718 -3.828
O 7.301 1.705 0.240
C 6.138 1.818 0.209
S 5.113 2.093 1.682
C 3.622 2.131 0.860
C 3.668 1.949 -0.637
S 2.262 2.064 -1.475
S 5.184 1.739 -1.351
S 2.195 2.418 1.603
*
```

Energy, eV: -69641.9685
Largest force on an atom, eV Å⁻¹: 0.93
Energy above the lowest of the compared OMol25 structures with the same formula, charge and spin, kJ/mol: 0.00
LUMO energy, Eh: -0.339
Kohn-Sham gap, eV: 6.51